The following is a DFT calculation (ωB97M-V/def2-TZVPD) of one molecule with the formula C4H12N2O in a non-equilibrium geometry.

Structure (ORCA input):
```
! RIJCOSX wB97M-V def2-TZVPD def2/J DEFGRID3
* xyz 0 1
C -1.70 -0.89 1.39
C -1.24 -0.04 0.11
O -1.22 -0.99 -0.91
C 0.09 0.70 0.25
N 0.29 1.47 -0.99
C 1.18 -0.36 0.43
N 2.38 0.21 -0.16
H -0.78 -1.36 1.83
H -2.45 -1.49 0.87
H -2.25 -0.24 2.03
H -2.01 0.71 -0.10
H -1.49 -0.70 -1.83
H 0.10 1.43 1.04
H 0.76 2.32 -0.83
H 1.00 0.91 -1.43
H 1.33 -0.67 1.48
H 0.99 -1.28 -0.20
H 3.23 0.37 0.40
H 2.69 -0.24 -1.04
*
```

Values from the calculation:
SMILES string: C[C@H](O)[C@H](N)CN
HOMO in eV: -8.92
HOMO-LUMO gap in eV: 9.87

Here are the Löwdin charges for atoms 1 to 8, given in e: atom 1 (C): -0.013, atom 2 (C): -0.422, atom 3 (O): -0.084, atom 4 (C): -0.355, atom 5 (N): 0.040, atom 6 (C): -0.232, atom 7 (N): -0.052, atom 8 (H): 0.080

---

The following is a DFT calculation (ωB97M-V/def2-TZVPD) of a 2-piece molecular cluster, C4H12N2O overall in a non-equilibrium geometry.

Structure (ORCA input):
```
! RIJCOSX wB97M-V def2-TZVPD def2/J DEFGRID3
* xyz 0 1
H -0.02 -1.82 1.19
N -0.66 -1.70 0.40
C -0.28 -0.77 -0.41
C 0.94 0.11 -0.22
C 1.93 -0.42 0.81
C 1.62 0.29 -1.58
H -0.91 -0.56 -1.29
H 0.58 1.09 0.11
H 1.50 -0.37 1.82
H 2.85 0.16 0.82
H 2.19 -1.47 0.62
H 0.97 0.86 -2.26
H 1.84 -0.67 -2.05
H 2.56 0.85 -1.48
N -3.16 1.00 0.19
O -2.67 0.84 1.55
H -3.74 0.16 0.08
H -3.82 1.78 0.30
H -1.73 0.64 1.41
*
```

Values from the calculation:
SMILES string: [H]/N=C\C(C)C.NO
HOMO in eV: -9.89
HOMO-LUMO gap in eV: 10.80

Here are the Löwdin charges for atoms 1 to 8, given in e: atom 1 (H): 0.030, atom 2 (N): 0.096, atom 3 (C): -0.231, atom 4 (C): -0.431, atom 5 (C): -0.091, atom 6 (C): -0.089, atom 7 (H): 0.110, atom 8 (H): 0.135

---

The following is a DFT calculation (ωB97M-V/def2-TZVPD) of one molecule with the formula C4H12N2O in a non-equilibrium geometry.

Structure (ORCA input):
```
! RIJCOSX wB97M-V def2-TZVPD def2/J DEFGRID3
* xyz 0 1
C 1.51 -0.75 2.02
C 1.15 -0.25 0.69
N 1.14 1.25 0.71
C -0.27 -0.75 0.27
N -0.70 -0.31 -1.03
C -1.69 0.64 -1.48
O -2.02 0.80 -2.94
H 0.75 -0.50 2.81
H 2.49 -0.28 2.21
H 1.61 -1.82 1.97
H 1.93 -0.55 -0.01
H 0.16 1.61 1.10
H 1.05 1.48 -0.29
H -0.18 -1.82 0.11
H -1.02 -0.47 1.10
H -0.68 -1.09 -1.67
H -1.29 1.62 -1.10
H -2.78 0.34 -1.04
H -1.18 0.86 -3.43
*
```

Values from the calculation:
SMILES string: C[C@H](N)CNCO
HOMO in eV: -8.60
HOMO-LUMO gap in eV: 9.54

Here are the Löwdin charges for atoms 1 to 8, given in e: atom 1 (C): -0.108, atom 2 (C): -0.492, atom 3 (N): 0.007, atom 4 (C): -0.211, atom 5 (N): -0.102, atom 6 (C): -0.261, atom 7 (O): -0.089, atom 8 (H): 0.101